Record 1
C17H35MnN2O2PSi | ωB97M-V/def2-TZVPD

Summary:
Frontier orbital gap (alpha / beta) = 4.684 / 4.798 eV
Multiplicity = 4
Highest occupied orbital energy (alpha / beta) = -4.46 / -4.61 eV
Net charge = 0

Element x y z (Å)
C -1.402 -0.779 3.795
H 0.010 3.053 -3.377
N 0.957 -0.638 4.385
C -0.855 3.762 -0.319
H 2.520 0.629 3.651
H 2.552 2.568 -0.086
H -1.630 -0.497 -2.190
O -2.133 1.784 -0.005
H -1.353 4.447 -1.021
Si 1.954 0.604 -1.550
H 2.476 3.103 -1.809
C -1.793 2.861 0.529
H -1.988 -0.839 2.872
C 0.480 2.240 -3.954
C -1.495 0.401 -2.821
H 1.561 -0.846 6.363
O 0.368 -0.209 2.255
H 2.714 -1.122 3.294
C 2.349 -0.391 4.030
H 0.722 -1.636 -3.679
H 0.052 -1.712 5.970
C -0.301 -2.580 -0.498
C 0.897 -3.175 -0.976
C -1.290 -4.740 -0.151
H 2.997 -0.396 -1.931
H -1.941 0.239 -3.821
C 0.014 -0.542 3.444
H 1.549 2.458 -4.103
H 1.820 -0.499 -4.535
C 2.774 2.280 -1.134
C -1.400 -3.369 -0.056
H -2.277 -2.826 0.305
H 2.939 -0.510 4.941
H -2.578 3.473 2.493
H 2.233 -0.105 0.427
H -0.809 3.562 2.199
H -1.951 1.251 -2.289
H 1.706 -2.505 -1.277
H -0.026 2.111 -4.924
C 0.626 -0.789 5.799
H -1.646 1.981 2.385
P 0.274 0.661 -3.076
C -0.121 -5.325 -0.652
H -0.209 4.266 0.438
H 0.044 0.064 6.187
H 1.842 -4.989 -1.446
H -0.067 -6.406 -0.717
C 0.788 -0.670 -4.201
H -1.713 0.104 4.373
N -0.482 -1.273 -0.504
C -1.730 2.995 2.020
H -1.561 -1.677 4.410
H 1.916 -0.902 -0.085
Mn 0.676 0.011 0.273
H -0.266 3.046 -0.954
C 0.943 -4.540 -1.054
H 3.863 2.098 -1.200
H -2.128 -5.328 0.162
H 0.088 -0.640 -5.048

Atomic charges from the Löwdin analysis, expressed in e, are listed below:
1 C 0.016
2 H 0.043
3 N -0.135
4 C -0.013
5 H 0.098
6 H 0.011
7 H 0.030
8 O 0.011
9 H 0.083
10 Si 0.418
11 H 0.004
12 C -0.426
13 H 0.100
14 C -0.255
15 C -0.231
16 H 0.085
17 O -0.112
18 H 0.104
19 C -0.025
20 H 0.056
21 H 0.094
22 C -0.503
23 C -0.105
24 C -0.142
25 H -0.023
26 H 0.061
27 C -0.434
28 H 0.049
29 H 0.051
30 C -0.295
31 C -0.084
32 H 0.087
33 H 0.079
34 H 0.087
35 H -0.034
36 H 0.079
37 H 0.034
38 H 0.057
39 H 0.051
40 C -0.037
41 H 0.066
42 P 0.715
43 C -0.167
44 H 0.078
45 H 0.099
46 H 0.086
47 H 0.075
48 C -0.242
49 H 0.097
50 N -0.137
51 C -0.011
52 H 0.095
53 H -0.025
54 Mn 0.286
55 H 0.059
56 C -0.157
57 H 0.018
58 H 0.078
59 H 0.051


Record 2
C17H35N3O3 | ωB97M-V/def2-TZVPD

Summary:
SMILES string = CC[C@H](C)[C@H](NC(C)=O)C(=O)NC.CCCCC[C@H](C)NC=O
Relative energy (zero: lowest compared OMol25 entry of this formula, charge and spin) = 3.1 kJ/mol
Frontier orbital gap = 10.055 eV
Highest occupied orbital energy = -9.60 eV
Net charge = 0

Element x y z (Å)
N 0.851 -3.204 -2.349
H -2.409 1.618 -1.428
H 0.494 5.249 -1.921
H -2.162 6.876 1.548
N -0.440 5.120 -2.278
H 1.428 -0.758 -1.318
H 0.315 -3.690 -4.358
H -2.060 6.399 -0.156
H 2.942 -3.868 0.219
C 0.461 -7.012 3.362
C 0.103 -5.821 2.474
H -2.528 3.064 0.516
H -1.777 6.458 -3.190
C 1.852 -2.878 -1.342
H -0.842 -6.022 1.958
H 1.391 -6.818 3.906
H 0.185 2.961 -0.790
C -1.931 6.057 0.869
H -0.932 0.843 -0.831
H -0.078 6.644 -3.684
H 2.818 -2.671 -1.819
H 0.404 -1.701 -0.221
C -1.860 1.329 -0.532
O 0.223 6.304 1.815
H -1.795 1.448 2.174
C 0.873 -4.372 0.545
H -2.476 0.620 0.022
H -0.034 -4.931 3.097
O 2.261 -3.344 -4.135
H 1.346 -6.462 0.825
H -2.606 5.232 1.075
O -2.412 4.110 -1.947
H -0.026 -4.589 -0.041
C 1.127 -3.427 -3.688
H -0.337 -7.191 4.090
H 0.587 1.154 2.746
H -1.042 5.271 -4.283
H -0.108 -3.341 -2.045
C -0.632 3.564 -0.395
H 0.667 -3.504 1.178
C 2.057 -4.072 -0.393
C 0.298 1.379 1.719
H 0.956 4.339 0.799
H -0.975 2.975 2.385
C -0.494 5.631 1.093
N 0.005 4.531 0.525
H 0.590 -7.916 2.757
H 2.150 -5.375 1.970
C 1.417 -1.602 -0.621
C -1.237 4.259 -1.631
C -1.053 2.110 1.726
H 0.218 0.443 1.169
H 1.070 2.002 1.268
C -1.574 2.567 0.341
H 2.276 -4.961 -0.994
C 1.209 -5.569 1.444
H 2.102 -1.379 0.202
C -0.855 5.922 -3.427

Atomic charges from the Löwdin analysis, expressed in e, are listed below:
1 N 0.047
2 H 0.075
3 H 0.137
4 H 0.089
5 N 0.018
6 H 0.081
7 H 0.121
8 H 0.080
9 H 0.118
10 C -0.123
11 C -0.279
12 H 0.125
13 H 0.086
14 C -0.374
15 H 0.108
16 H 0.072
17 H 0.149
18 C 0.028
19 H 0.065
20 H 0.085
21 H 0.141
22 H 0.066
23 C -0.054
24 O 0.036
25 H 0.110
26 C -0.218
27 H 0.083
28 H 0.107
29 O -0.004
30 H 0.118
31 H 0.078
32 O 0.060
33 H 0.111
34 C -0.324
35 H 0.068
36 H 0.076
37 H 0.087
38 H 0.131
39 C -0.182
40 H 0.106
41 C -0.163
42 C -0.086
43 H 0.144
44 H 0.102
45 C -0.547
46 N 0.100
47 H 0.072
48 H 0.116
49 C -0.069
50 C -0.471
51 C -0.213
52 H 0.047
53 H 0.064
54 C -0.318
55 H 0.122
56 C -0.236
57 H 0.087
58 C -0.052


Record 3
C17H36Al2BBr2F4IN4Na2O17S | ωB97M-V/def2-TZVPD

Summary:
Relative energy (zero: lowest compared OMol25 entry of this formula, charge and spin) = 0.0 kJ/mol
Frontier orbital gap = 1.985 eV
Highest occupied orbital energy = -10.86 eV
Net charge = +2

Element x y z (Å)
O -4.013 1.090 7.587
N -0.990 -1.092 -1.616
Na 1.403 -7.366 0.946
O -1.375 -3.316 -0.892
H -2.937 -1.028 8.930
O -1.925 0.202 7.551
O 2.635 1.766 -1.446
C -0.928 -0.397 -0.346
I -2.125 2.354 -1.226
F 9.698 6.018 2.297
C 0.935 -4.015 -0.492
C 0.881 -0.022 -6.224
N 3.133 2.679 1.584
C 1.146 -5.551 -0.329
H 2.297 2.950 2.098
H 4.601 4.161 -1.973
Na -5.981 1.513 8.888
O -3.769 0.549 1.887
H -3.193 2.313 4.148
H 2.788 -0.872 -5.609
H 0.154 -3.049 -2.315
H 1.872 -3.490 -0.672
H 1.261 -5.764 0.750
H 3.826 3.467 1.592
H -4.250 -3.210 -2.202
C 4.624 3.627 -0.908
O 4.769 4.353 0.142
C -4.899 -3.552 -0.115
H 0.559 -3.656 0.471
F 7.897 7.175 0.523
Al -3.561 -1.396 6.160
Br -5.463 -2.702 1.634
H -1.298 -0.416 -2.311
H 2.892 2.480 0.610
H 2.097 -5.781 -0.819
H -3.880 -0.367 2.184
H 0.297 -6.108 -0.757
H 3.549 1.852 2.010
C -4.466 -2.559 -1.209
H -2.195 -2.459 -2.587
H -4.266 -0.106 -0.324
H 3.712 3.051 -0.958
C 0.539 -1.767 -7.609
O 3.245 1.723 -4.440
H -3.011 -2.046 0.280
F 8.201 4.410 0.590
H 1.165 -0.242 0.075
H 5.428 2.871 -1.111
C 0.360 0.425 -0.272
O -1.550 1.397 2.107
C -2.236 0.449 -0.190
O -2.609 1.284 5.829
C -0.161 -3.733 -1.531
H -5.341 -1.907 -1.359
C -3.203 -1.790 -0.769
O 0.701 0.844 -1.570
H -3.535 0.004 -1.771
O -0.021 -2.555 -8.299
F 6.961 5.714 2.700
N -3.383 -0.307 -0.806
N 1.518 2.070 -1.500
H -3.846 2.971 5.656
O 1.396 3.255 -4.256
C -2.941 0.876 7.033
H -1.213 0.783 2.768
O 3.645 3.993 -3.717
O 0.022 -0.572 -7.229
H -1.189 -0.835 9.158
C 2.199 -0.702 -6.505
Al 8.203 5.844 1.523
O 3.022 3.531 -6.012
H 2.805 -0.154 -7.226
H -2.268 0.497 9.597
H -4.517 1.462 4.956
H 0.312 1.271 0.425
B -2.523 0.801 1.320
C -3.618 2.057 5.113
C -1.913 -2.223 -1.554
C -2.107 -0.319 8.897
O -4.966 -4.704 -0.210
H 0.939 1.060 -6.308
H -0.904 -1.134 0.465
Br -3.514 -5.033 -2.082
S 2.807 3.118 -4.639
O 1.778 -1.946 -7.089
H 0.477 -0.280 -5.241
H -0.378 -4.690 -2.016

Atomic charges from the Löwdin analysis, expressed in e, are listed below:
1 O 0.010
2 N 0.076
3 Na 0.822
4 O -0.161
5 H 0.077
6 O -0.060
7 O 0.062
8 C -0.305
9 I 1.235
10 F -0.197
11 C -0.157
12 C -0.123
13 N 0.316
14 C -0.117
15 H 0.146
16 H 0.185
17 Na 0.875
18 O 0.117
19 H 0.101
20 H 0.123
21 H 0.131
22 H 0.119
23 H 0.020
24 H 0.140
25 H -0.017
26 C -0.260
27 O -0.049
28 C -0.793
29 H 0.103
30 F -0.196
31 Al 1.228
32 Br 0.596
33 H 0.121
34 H 0.082
35 H 0.108
36 H 0.036
37 H 0.107
38 H 0.156
39 C -0.236
40 H 0.154
41 H 0.165
42 H -0.004
43 C -0.578
44 O -0.302
45 H 0.126
46 F -0.218
47 H 0.130
48 H 0.151
49 C -0.234
50 O 0.135
51 C -0.592
52 O -0.022
53 C -0.189
54 H 0.125
55 C -0.211
56 O -0.183
57 H 0.151
58 O 0.161
59 F -0.231
60 N 0.079
61 N 0.084
62 H 0.118
63 O -0.353
64 C -0.839
65 H 0.114
66 O -0.209
67 O 0.059
68 H 0.123
69 C -0.115
70 Al -0.156
71 O -0.212
72 H 0.141
73 H 0.119
74 H 0.102
75 H 0.095
76 B -0.762
77 C 0.036
78 C -0.363
79 C 0.013
80 O -0.113
81 H 0.125
82 H 0.154
83 Br 0.277
84 S 0.255
85 O 0.055
86 H 0.122
87 H 0.099